Arrangement A

Molecular formula: C8H14O
Method: DFT, ωB97M-V/def2-TZVPD

Spin multiplicity: 1

The geometry in XYZ format:
```
23
Properties=species:S:1:pos:R:3:mulliken_charge:R:1
C 1.7460 1.3921 0.7943 -1.21
C 1.3534 1.1034 -0.6710 -0.72
C -0.0979 0.7743 -0.9247 0.38
C -0.7539 1.3198 -1.9429 -0.91
C -0.0456 -1.3570 0.3404 -0.40
C -0.7216 -0.3127 -0.1312 0.10
C -0.2434 -3.7851 0.2242 -0.74
C -0.6359 -2.6371 0.7695 -0.37
H 2.7412 0.9970 1.0147 0.31
H 1.1050 0.8613 1.5001 0.34
H 1.7327 2.4544 1.0142 0.36
H 1.5941 1.9862 -1.2602 0.37
H 2.0069 0.3068 -1.0330 0.33
H -1.7384 1.0374 -2.3051 0.30
H -0.3035 2.1156 -2.5332 0.28
H 1.0386 -1.2821 0.3583 0.37
H -1.7980 -0.2208 -0.0268 0.37
H -0.6771 -4.7128 0.5626 0.27
H 0.4552 -3.8598 -0.5988 0.27
H -1.2921 -2.6891 1.6329 0.29
H -1.6164 2.2959 0.3289 0.34
H -1.6269 2.0727 1.8233 0.31
O -2.2224 2.1395 1.0632 -0.65
```



Arrangement B

Molecular formula: C8H14O
Method: DFT, ωB97M-V/def2-TZVPD

Spin multiplicity: 1

The geometry in XYZ format:
```
23
Properties=species:S:1:pos:R:3:mulliken_charge:R:1
C -0.0499 -0.3730 0.4377 0.84
C 1.1556 -0.4450 -0.5160 0.00
C 0.1735 0.6924 1.5181 -1.67
C 1.6206 0.9052 -1.0642 -1.65
C -2.5634 -0.1661 0.6870 -1.59
C -1.3851 -0.1823 -0.2454 0.77
C 2.3104 -1.1645 0.1317 -0.25
C -1.5674 -0.0574 -1.5507 -1.27
O 2.2482 -1.8963 1.0794 -0.48
H -0.0895 -1.3459 0.9467 0.40
H 0.8794 -1.0907 -1.3610 0.43
H 3.2794 -0.9746 -0.3742 0.35
H 1.1668 0.5811 1.9466 0.42
H 0.0760 1.6931 1.1039 0.37
H -0.5487 0.5798 2.3213 0.44
H 0.7769 1.4642 -1.4579 0.41
H 2.3440 0.7598 -1.8640 0.46
H 2.0909 1.4973 -0.2836 0.38
H -3.4893 -0.3164 0.1380 0.45
H -2.6288 0.7915 1.2020 0.31
H -2.4703 -0.9475 1.4389 0.34
H -2.5576 0.0548 -1.9607 0.31
H -0.7717 -0.0595 -2.2736 0.25
```



Most stable: arrangement B



Arrangement A

Molecular formula: C8H14O
Method: DFT, ωB97M-V/def2-TZVPD

Spin multiplicity: 1

The geometry in XYZ format:
```
23
Properties=species:S:1:pos:R:3:mulliken_charge:R:1
C -0.9358 -0.0189 0.0269 1.79
C 0.8183 0.4893 0.1535 -0.16
C 1.3196 -0.8626 -0.0392 -0.41
C -1.3603 -1.2826 0.7688 -1.83
C -1.6496 1.1799 0.6494 -1.94
C -1.2846 -0.1116 -1.4535 -1.66
O 1.1136 0.9837 1.3974 -0.55
C 3.0163 -0.5816 -0.3370 -0.73
C 3.9791 0.0814 -0.6562 -0.14
H 0.9386 1.9304 1.4212 0.39
H 0.9971 1.1777 -0.6763 0.45
H 1.0397 -1.3667 -0.9550 0.29
H 1.3269 -1.4592 0.8670 0.41
H -1.4487 1.2551 1.7175 0.41
H -0.8231 -0.9746 -1.9310 0.36
H -0.9969 -1.2606 1.7955 0.38
H -1.0081 -2.1876 0.2769 0.38
H -2.4501 -1.3626 0.7791 0.48
H -2.7306 1.0720 0.5358 0.46
H -1.3577 2.1162 0.1728 0.39
H -2.3642 -0.2236 -1.5774 0.44
H -0.9807 0.7865 -1.9907 0.40
H 4.8410 0.6201 -0.9454 0.41
```



Arrangement B

Molecular formula: C8H14O
Method: DFT, ωB97M-V/def2-TZVPD

Spin multiplicity: 1

The geometry in XYZ format:
```
23
Properties=species:S:1:pos:R:3:mulliken_charge:R:1
C 0.4758 0.1700 1.6794 -0.58
C 1.2557 -0.8299 0.9980 -0.35
C -0.7826 0.6235 1.3651 1.15
C 1.2822 -0.7112 -1.3706 0.79
C -1.7242 -0.0872 0.3987 -1.48
C -1.3232 1.7191 2.1476 -1.35
C 1.2059 -1.6095 -2.5357 -1.34
C 0.7913 0.6475 -1.4953 -1.01
O 1.4653 -1.2842 -0.2253 -0.37
H 0.8621 0.4694 2.6193 0.39
H 1.7156 -1.4903 1.8201 0.23
H -2.3779 0.5755 0.0375 0.44
H -2.3701 -0.7666 1.0223 0.37
H -1.2256 -0.7779 -0.3492 0.36
H -0.5998 2.2844 2.8467 0.33
H -2.1377 1.3101 2.7583 0.29
H -1.7817 2.3805 1.4172 0.33
H 0.8321 -1.0865 -3.3397 0.44
H 0.4892 -2.5068 -2.3011 0.25
H 2.1471 -2.1239 -2.7372 0.32
H 1.4728 1.3521 -1.0786 0.32
H -0.2983 0.8137 -1.1039 0.11
H 0.6260 0.9283 -2.5738 0.39
```



Arrangement C

Molecular formula: C8H14O
Method: DFT, ωB97M-V/def2-TZVPD

Spin multiplicity: 1

The geometry in XYZ format:
```
23
Properties=species:S:1:pos:R:3:mulliken_charge:R:1
O 1.8799 1.5813 -0.1564 -0.51
C 1.0708 0.8428 -0.5973 0.21
C -0.1508 0.4858 0.1876 0.87
C -0.0024 -0.2743 1.3771 0.86
C -1.5466 1.0126 -0.2078 -1.89
C -1.1796 -0.7805 2.2380 -1.68
C 1.2781 -0.8502 1.8878 -1.35
C 0.2673 -0.5455 -2.4217 -1.27
C 1.0085 0.8034 -2.0958 -0.38
H -1.5126 1.8027 -0.9406 0.32
H -2.0408 1.4217 0.6357 0.54
H -2.1196 0.1841 -0.5766 0.40
H -1.3425 -1.8073 2.1538 0.41
H -0.9784 -0.5042 3.2245 0.41
H -2.0937 -0.3894 1.9502 0.40
H 1.2754 -1.9205 2.1620 0.37
H 1.6429 -0.2256 2.8081 0.26
H 2.0449 -0.7084 1.0956 0.31
H 0.4316 -0.7601 -3.4431 0.42
H -0.7944 -0.4609 -2.2805 0.27
H 0.4891 -1.4021 -1.8771 0.39
H 1.9920 0.8316 -2.5930 0.38
H 0.3811 1.6629 -2.5305 0.24
```



Most stable: arrangement C



Arrangement A

Molecular formula: C4H10NS
Method: DFT, ωB97M-V/def2-TZVPD

Charge: +1
Spin multiplicity: 1

The geometry in XYZ format:
```
16
Properties=species:S:1:pos:R:3:mulliken_charge:R:1
C -0.4955 -0.3065 -1.2090 -0.51
C -1.1813 0.1368 0.0268 -0.57
C 0.7604 -0.2737 -0.3752 0.51
C 1.2671 -1.5344 0.1422 -1.13
N -1.2040 1.6477 0.1020 -0.26
S 1.6674 1.2293 -0.1576 -0.22
H -0.8358 -1.2183 -1.5287 0.33
H -0.4666 0.5225 -1.9267 0.33
H -1.0758 -0.1581 1.0525 0.46
H 2.2600 -1.9633 -0.1130 0.33
H 0.5866 -2.3554 -0.0047 0.32
H 1.3612 -1.2102 1.2286 0.29
H -0.1237 1.8759 0.3962 0.25
H -1.8099 2.0601 0.7726 0.35
H -1.6586 1.9697 -0.8263 0.33
H 1.9328 0.9780 1.0234 0.20
```



Arrangement B

Molecular formula: C4H10NS
Method: DFT, ωB97M-V/def2-TZVPD

Charge: +1
Spin multiplicity: 1

The geometry in XYZ format:
```
16
Properties=species:S:1:pos:R:3:mulliken_charge:R:1
C -2.1169 0.9720 0.4070 -0.67
C -2.7937 -0.3771 0.6955 -0.39
C -1.1951 0.3920 -0.5975 0.57
C 2.7149 -1.0622 0.0258 -0.82
N -0.2674 0.9450 -1.3303 -0.33
S -1.7073 -1.2228 -0.5153 -0.01
H -2.7867 1.7343 0.0022 0.33
H -1.6080 1.4083 1.2685 0.31
H -2.6528 -0.7638 1.7015 0.33
H -3.8404 -0.4451 0.4158 0.35
H 2.6766 -1.7332 -0.8215 0.25
H 1.9371 -0.3118 -0.0474 0.02
H 2.5804 -1.6295 0.9387 0.26
H 0.2836 0.3920 -1.9783 0.25
H 3.6793 -0.5789 0.0641 0.31
H -0.0649 1.9356 -1.2784 0.24
```



Arrangement C

Molecular formula: C4H10NS
Method: DFT, ωB97M-V/def2-TZVPD

Charge: +1
Spin multiplicity: 1

The geometry in XYZ format:
```
16
Properties=species:S:1:pos:R:3:mulliken_charge:R:1
C -3.1934 1.2705 -1.2354 -0.42
C -0.7158 0.8419 -0.9612 -0.54
C 1.7176 -1.1558 0.8502 -1.31
C 0.5732 -0.1716 0.9797 -0.19
N 0.5382 0.7664 -0.2136 -0.10
S -1.9454 1.7930 -0.3484 0.18
H -4.1218 1.8072 -1.1692 0.30
H -3.1299 0.4126 -1.8757 0.23
H -0.9547 -0.0460 -1.5200 0.33
H 1.6138 -1.7608 -0.0476 0.41
H 2.6799 -0.6500 0.8332 0.37
H 1.7133 -1.8286 1.7028 0.37
H 0.6727 0.4211 1.8896 0.32
H -0.3800 -0.7010 1.0145 0.29
H 1.2737 0.4560 -0.8629 0.36
H 0.7911 1.7121 0.0925 0.39
```



Most stable: arrangement B



Arrangement A

Molecular formula: C4H10NS
Method: DFT, ωB97M-V/def2-TZVPD

Charge: +1
Spin multiplicity: 1

The geometry in XYZ format:
```
16
Properties=species:S:1:pos:R:3:mulliken_charge:R:1
C 1.3858 1.9896 -0.3560 -0.72
C 0.3718 1.1293 0.3902 -0.27
C 0.5283 -1.3788 -0.0279 -0.84
C -1.7273 -0.1484 0.0596 -0.79
N -0.2249 -0.0388 -0.2592 -0.03
S -0.2153 2.8153 -0.0550 -0.01
H 2.2923 2.4601 0.2909 0.29
H 1.5558 1.8022 -1.3789 0.32
H 0.3968 0.8082 1.4063 0.56
H 0.8077 -1.6476 0.9492 0.38
H -0.0951 -2.1255 -0.5485 0.37
H 1.4572 -1.4707 -0.5546 0.37
H -1.7702 -0.4384 1.0801 0.37
H -1.8867 0.8635 -0.1856 0.32
H -2.3275 -0.7712 -0.6510 0.36
H -0.3154 0.1197 -1.2292 0.33
```



Arrangement B

Molecular formula: C4H10NS
Method: DFT, ωB97M-V/def2-TZVPD

Charge: +1
Spin multiplicity: 1

The geometry in XYZ format:
```
16
Properties=species:S:1:pos:R:3:mulliken_charge:R:1
C -1.9179 -0.1074 -1.6994 -0.62
C -1.2065 -0.0001 -0.3269 -0.33
C 0.6388 -0.0783 1.4739 -1.43
C 0.2743 -0.2194 -0.0028 0.37
N 1.0988 0.6071 -0.8490 -0.22
S -1.6374 1.5506 -1.1152 -0.18
H -1.1969 -0.2338 -2.5520 0.21
H -2.8416 -0.4883 -1.9586 0.39
H -1.8947 -0.1552 0.4955 0.47
H 0.9256 0.8209 1.9221 0.43
H 1.5155 -0.6927 1.5989 0.42
H -0.1784 -0.5754 2.1409 0.32
H 0.6767 -1.2807 -0.1959 0.21
H 0.3970 1.5021 -1.0628 0.27
H 1.3610 0.0927 -1.6504 0.35
H 1.8993 1.0608 -0.4065 0.34
```



Most stable: arrangement B



Arrangement A

Molecular formula: C2H5N3OS
Method: DFT, ωB97M-V/def2-TZVPD

Spin multiplicity: 1

The geometry in XYZ format:
```
12
Properties=species:S:1:pos:R:3:mulliken_charge:R:1
C -1.0855 -0.5472 0.6207 -0.03
C 2.4953 -0.1590 0.2364 0.15
H -3.5817 1.1502 0.4256 0.39
H -0.6606 -1.1386 1.3621 0.45
H 1.4850 -1.8008 -0.5476 0.28
H 3.2367 -1.0536 0.3831 0.23
H 2.1639 1.8688 0.0645 0.24
N -2.3029 -0.2280 0.7910 -0.38
N 1.3086 -0.8271 -0.2352 -0.27
N 2.8356 1.1056 0.5027 -0.59
O -2.8507 0.6059 -0.2806 -0.42
S -0.0741 0.0007 -0.7497 -0.05
```



Arrangement B

Molecular formula: C2H5N3OS
Method: DFT, ωB97M-V/def2-TZVPD

Spin multiplicity: 1

The geometry in XYZ format:
```
12
Properties=species:S:1:pos:R:3:mulliken_charge:R:1
C 0.9936 -0.7848 -0.0007 0.45
C -0.2358 0.2457 -0.0746 0.42
H -0.5844 -2.2494 0.0722 0.36
H 1.1505 -2.6800 0.4757 0.30
H -1.1034 -0.0689 1.8133 0.25
H 0.7943 1.2156 -1.4791 0.31
H -0.8185 2.8443 0.1876 0.16
N 0.4992 -1.9304 0.6881 -0.57
N -1.2318 0.3506 0.7456 -0.65
N -0.1926 1.0920 -1.0869 -0.36
O 2.0754 -0.3749 -0.2897 -0.52
S -1.3465 2.3402 -1.0515 -0.15
```



Most stable: arrangement B



Arrangement A

Molecular formula: C2H5N3OS
Method: DFT, ωB97M-V/def2-TZVPD

Spin multiplicity: 1

The geometry in XYZ format:
```
12
Properties=species:S:1:pos:R:3:mulliken_charge:R:1
C -0.4573 -0.1320 -0.6112 0.68
C -1.1101 1.0936 -0.2394 -0.33
H 1.5134 -2.3988 1.2967 0.13
H 1.6621 0.8905 0.1048 0.36
H -2.2022 -0.9181 -1.1635 0.22
H -2.0108 1.2933 -0.7709 0.39
H -1.2771 2.6550 2.4270 0.36
N 0.8214 -0.3257 -0.0779 -0.41
N -1.0737 -1.0456 -1.2496 -0.66
N -0.6463 1.5024 0.9531 -0.21
O -1.4378 2.4113 1.4277 -0.38
S 1.8445 -1.7187 -0.3494 -0.15
```



Arrangement B

Molecular formula: C2H5N3OS
Method: DFT, ωB97M-V/def2-TZVPD

Spin multiplicity: 1

The geometry in XYZ format:
```
12
Properties=species:S:1:pos:R:3:mulliken_charge:R:1
C -2.5276 -0.5867 0.1969 0.44
C 1.4798 -0.2250 0.1962 0.63
N -1.7593 0.2355 -0.5543 -0.50
N 0.8662 0.7584 0.7823 -0.63
N -3.1298 -1.4221 0.7216 -0.42
O 0.8415 -1.2176 -0.3475 -0.49
S 3.1764 -0.3568 -0.1394 -0.23
H -1.6243 1.1237 -0.1165 0.24
H -1.9272 0.3514 -1.5759 0.24
H 1.4396 1.5056 1.1429 0.22
H 3.2856 0.9343 -0.4051 0.12
H -0.1209 -1.1008 0.0989 0.38
```



Most stable: arrangement B